*P*
# C3H8N3

A cluster of 2 separate species, C3H8N3 in total (wB97M-V/def2-TZVPD, the OMol25 dataset).

Cartesian coordinates (Å):
C: 2.22550 -1.19845 -0.06964
C: -1.28276 -0.60678 -0.38806
C: 0.26746 1.72769 -0.02759
N: 1.55854 -0.18716 0.21297
N: 0.52853 0.39675 0.42638
N: -2.24460 -0.70696 0.43463
H: 3.25356 -1.24627 0.25157
H: 1.81918 -2.01225 -0.65500
H: -1.44580 -0.92241 -1.41671
H: 0.33424 1.82774 -1.11429
H: -0.72024 2.02198 0.31637
H: 1.00612 2.39825 0.41912
H: -3.17428 -1.07091 0.20487
H: -2.12544 -0.42122 1.40538

Output
⟨S²⟩	2.01
LUMO level (spin up / spin down)	-0.1686 / -0.2413	Eh
total charge	+1
orbital gap (spin up / spin down)	6.357 / 7.088	eV
multiplicity	3

=====

*Q*
# C3H8N3

The ion C3H8N3 with charge +1 (wB97M-V/def2-TZVPD, the OMol25 dataset).

Cartesian coordinates (Å):
C: -0.67500 -1.27140 0.36123
C: 1.06880 -0.04095 -0.65066
C: -0.26972 1.68739 0.38748
N: 0.79589 -1.07484 0.33660
N: -1.27857 -0.13664 -0.29148
N: -0.24658 0.75389 -0.73022
H: -0.78655 -2.18686 -0.26224
H: -1.27130 -1.37397 1.34046
H: 2.03107 0.48206 -0.32712
H: 1.16079 -0.55646 -1.53428
H: -0.91716 2.45401 0.31412
H: -0.21187 1.21067 1.29815
H: 1.16528 -1.10580 1.34038
H: -0.56506 1.15889 -1.58241

Output
⟨S²⟩	2.01
LUMO level (spin up / spin down)	-0.1139 / -0.2523	Eh
total charge	+1
orbital gap (spin up / spin down)	10.919 / 7.720	eV
multiplicity	3

=====

Question: of the structures shown, which is the most stable? Reply: *Q*.